Computed, not measured: C26H54As3N5OSSn as an isolated structure, with ωB97M-V/def2-TZVPD.

Calculated values
ΔE to the lowest compared entry with this formula, charge and spin: 0.00 kcal/mol
Kohn-Sham gap (alpha / beta): 6.37 / 6.35 eV
LUMO energy (alpha / beta): -11.1 / -11.1 eV
M: 828.30 g mol⁻¹
largest force on an atom: 1.13 eV/A
E_tot: -8690.5478 Ha

The geometry in ORCA input format:
```
! wB97M-V def2-TZVPD RIJCOSX def2/J DEFGRID3
* xyz 4 1
Sn -0.95841 1.47381 1.51198
N -1.37679 -0.14538 3.01108
C -2.39507 0.31376 3.99895
C -1.97839 1.68902 4.51620
N -1.73050 2.63522 3.39968
C -2.87419 3.53430 3.07745
C -3.95519 2.87913 2.24377
N -3.31965 2.21835 1.08621
H -1.65058 -1.01645 2.56050
H -0.50725 -0.35316 3.51010
H -2.45265 -0.40992 4.80154
H -3.36046 0.33966 3.50351
H -1.04841 1.61818 5.09041
H -2.74185 2.06874 5.17448
H -0.96013 3.23785 3.69676
H -2.44075 4.40160 2.57952
H -3.30783 3.91342 3.99925
H -4.67225 3.63036 1.92098
H -4.53512 2.12372 2.77812
H -3.11216 2.92742 0.36967
H -3.96311 1.56101 0.63488
C 2.82670 -1.99319 -0.04630
As 1.65501 -0.37831 -0.08437
C 1.05943 -0.62147 -1.94061
C 2.96481 1.06450 -0.41838
C 4.01820 1.40251 0.65254
C 4.36725 2.90045 0.55949
C 3.60742 1.01423 2.09404
As 1.91143 1.73420 2.81163
C 1.97541 0.61235 4.44017
C 2.47906 3.46655 3.52117
C 5.28537 0.58244 0.21862
As 6.90528 0.61103 1.32578
C 7.62750 2.31114 1.98281
C 6.89526 -0.80100 2.71173
H 3.58706 -1.90811 -0.82759
H 2.16003 -2.83071 -0.29267
H 3.28059 -2.21405 0.92990
H 1.89468 -0.94974 -2.54160
H 0.62688 0.29123 -2.31963
H 0.29186 -1.39012 -1.92631
H 2.37264 1.95647 -0.65363
H 3.44771 0.79158 -1.35997
H 3.50134 3.53238 0.73959
H 4.69693 3.15794 -0.45942
H 5.13505 3.20951 1.27164
H 4.34953 1.36889 2.80339
H 3.50116 -0.06591 2.23349
H 2.93058 0.74828 4.93882
H 1.89672 -0.43771 4.19827
H 1.17311 0.89243 5.11344
H 3.45826 3.35462 3.96419
H 1.77384 3.79035 4.28111
H 2.51370 4.18624 2.70296
H 5.63024 0.85475 -0.78250
H 5.09560 -0.49551 0.16654
H 7.63384 3.02488 1.16508
H 8.64105 2.17573 2.36218
H 6.95630 2.65857 2.76366
H 6.39990 -1.67870 2.33351
H 6.30550 -0.35780 3.51495
H 7.89775 -1.04220 3.04968
C -4.22806 -4.96669 -1.85013
C -5.60870 -4.49013 -1.40831
C -6.01257 -3.17200 -2.04967
N -5.10929 -2.07839 -1.62082
C -4.08115 -1.57641 -2.25174
S -2.94308 -0.58368 -1.42261
N -3.85542 -1.82489 -3.57891
C -2.75020 -1.25505 -4.18820
O -1.99794 -0.59818 -3.47175
C -2.54762 -1.43106 -5.62439
C -1.33818 -0.96943 -6.14743
C -1.05259 -1.11929 -7.48783
C -1.98446 -1.69543 -8.33430
C -3.21122 -2.13834 -7.81983
C -3.48656 -2.03914 -6.47755
H -4.01678 -5.98683 -1.50590
H -3.42010 -4.36789 -1.41488
H -4.12550 -4.94840 -2.94855
H -5.65505 -4.39761 -0.31763
H -6.39836 -5.20105 -1.68326
H -7.02564 -2.85576 -1.83291
H -5.98882 -3.21017 -3.13363
H -5.17784 -1.81705 -0.64273
H -4.49633 -2.40230 -4.10009
H -0.63329 -0.51151 -5.46165
H -0.09043 -0.81279 -7.86733
H -1.75036 -1.79523 -9.38684
H -3.94704 -2.54330 -8.49521
H -4.45664 -2.38135 -6.13833
*
```

Results of the Mulliken charge analysis, in e, for atoms 1 through 2: 1.02 -0.45